The following is a quantum chemistry calculation of a structure of composition C33H64BBr2F4IN2NbO8, from the Open Molecules 2025 dataset.

## Properties
Relative energy (zero: lowest compared OMol25 entry of this formula, charge and spin) (kcal per mole): 16.72
Kohn-Sham gap (eV): 6.3
E_tot (a.u.): -7934.12872
Net charge: -1
HOMO (eV): -4.48

Positions of all 116 atoms, in Å:
C -1.606 -0.047 2.549
C -1.226 0.708 1.260
C -0.098 -0.032 0.475
C -0.591 -0.179 -0.988
C 0.509 -0.615 -2.001
Nb 0.412 -2.737 -2.756
I 0.618 -5.264 -3.998
C 1.329 -1.875 -4.674
C 1.021 -2.626 -5.996
C -0.267 -3.537 -0.750
C -0.910 -4.937 -0.607
C -0.362 -5.625 0.665
F -0.458 -4.824 1.742
Br -1.557 -7.158 1.097
C 1.104 -6.166 0.495
F 1.488 -6.178 -0.760
F 1.188 -7.440 0.911
Br 2.430 -5.197 1.540
B 2.615 -3.053 -2.023
N 3.649 -3.748 -2.781
O 3.022 -2.574 -0.734
C -1.774 -2.498 -3.587
O -2.131 -3.309 -4.349
N -2.794 -1.457 -3.220
C -3.821 -1.875 -2.401
O -4.747 -2.425 -2.806
F -3.750 -1.711 -1.054
H -2.401 0.431 3.132
H -0.706 -0.132 3.174
H -1.918 -1.071 2.306
H -2.138 0.812 0.656
H -0.925 1.733 1.519
H 0.743 0.667 0.457
H 0.146 -0.998 0.928
H -0.903 0.844 -1.267
H -1.506 -0.781 -1.000
H 0.537 0.091 -2.841
H 1.476 -0.495 -1.491
H 0.891 -0.865 -4.775
H 2.409 -1.744 -4.527
H 1.807 -3.364 -6.184
H 1.133 -1.888 -6.815
H 0.010 -3.027 -6.083
H -0.992 -2.808 -0.345
H 0.595 -3.472 -0.064
H -1.983 -4.823 -0.404
H -0.813 -5.674 -1.410
H 3.448 -4.735 -2.917
H 4.521 -3.709 -2.249
H 3.434 -1.697 -0.788
H -2.419 -0.539 -3.013
C 0.923 5.231 4.208
C -0.348 5.003 5.013
C -0.837 3.677 4.453
O 0.327 2.944 4.057
C 1.461 3.815 4.072
H 1.629 5.911 4.683
H 0.672 5.633 3.222
H -0.103 4.896 6.072
H -1.081 5.804 4.913
H -1.462 3.825 3.565
H -1.403 3.095 5.181
H 2.086 3.544 4.930
H 2.043 3.671 3.160
C -1.673 8.570 8.658
C -2.638 7.581 9.294
C -2.226 6.276 8.632
O -0.825 6.379 8.355
C -0.408 7.736 8.538
H -1.528 9.480 9.240
H -2.032 8.853 7.665
H -2.460 7.528 10.371
H -3.688 7.826 9.135
H -2.751 6.130 7.681
H -2.408 5.407 9.265
H 0.189 7.786 9.455
H 0.219 8.041 7.699
C 4.726 -0.211 -9.590
C 3.745 -1.085 -10.358
C 2.530 -1.065 -9.443
O 2.543 0.200 -8.773
C 3.803 0.838 -8.990
H 5.512 0.219 -10.210
H 5.198 -0.794 -8.794
H 3.502 -0.617 -11.316
H 4.112 -2.092 -10.555
H 2.590 -1.851 -8.685
H 1.591 -1.179 -9.988
H 3.646 1.672 -9.684
H 4.176 1.238 -8.046
C 5.282 2.344 -0.159
C 3.984 2.153 0.614
C 3.492 0.823 0.069
O 4.660 0.061 -0.280
C 5.804 0.919 -0.251
H 5.985 3.023 0.323
H 5.066 2.728 -1.159
H 4.197 2.064 1.683
H 3.266 2.961 0.475
H 2.898 0.961 -0.840
H 2.896 0.267 0.792
H 6.400 0.657 0.631
H 6.410 0.748 -1.142
C -6.549 -4.143 0.743
C -7.646 -4.048 1.795
C -6.944 -3.288 2.910
O -5.985 -2.434 2.284
C -5.847 -2.805 0.903
H -6.920 -4.309 -0.267
H -5.864 -4.958 0.993
H -8.481 -3.458 1.407
H -8.032 -5.015 2.117
H -6.406 -3.970 3.578
H -7.632 -2.687 3.508
H -6.325 -2.031 0.294
H -4.794 -2.851 0.640